(i)
{"formula": "C5H6N2OS", "method": "ωB97M-V with the def2-TZVPD basis set", "gap_ha": 0.375, "total_charge": 0, "smiles": "NNC(=O)c1ccsc1", "homo_energy_ev": -9.44, "symbols": ["S", "O", "N", "N", "C", "C", "C", "C", "C", "H", "H", "H", "H", "H", "H"], "positions_angstrom": [[1.500, 2.844, -0.564], [-2.067, 0.274, 0.618], [-1.712, -2.346, 0.814], [-0.669, -1.416, 0.345], [1.437, 0.278, -0.574], [0.101, 2.040, -0.041], [2.322, 1.314, -0.878], [0.182, 0.743, -0.137], [-0.978, -0.132, 0.348], [0.088, -1.842, 0.050], [3.221, 1.083, -1.406], [-1.927, -2.042, 1.558], [1.828, -0.892, -0.649], [-2.535, -2.503, 0.307], [-0.792, 2.597, 0.207]]}

(ii)
{"formula": "C5H6N2OS", "method": "ωB97M-V with the def2-TZVPD basis set", "gap_ha": [0.243, 0.243], "total_charge": 0, "homo_energy_ev": [-9.69, -9.71], "symbols": ["S", "O", "N", "N", "C", "C", "C", "C", "C", "H", "H", "H", "H", "H", "H"], "positions_angstrom": [[1.677, -0.185, -2.604], [1.629, 2.117, 0.152], [0.535, 0.269, -0.507], [-0.086, -2.238, -3.183], [0.825, 1.252, 0.278], [-0.036, 0.992, 1.549], [-1.072, 0.040, 1.040], [0.649, -1.416, -2.928], [-0.319, -0.770, -0.012], [0.348, -1.554, 0.208], [-0.543, 1.811, 2.081], [-1.071, -1.095, -0.643], [-1.558, -0.363, 1.924], [-1.815, 0.482, 0.441], [0.835, 0.658, 2.204]]}

On energetic grounds, (i) is preferred over the next structure by 107.3 kJ/mol.

(i)
{"formula": "C5H6N2OS", "method": "ωB97M-V with the def2-TZVPD basis set", "gap_ha": 0.329, "total_charge": 0, "smiles": "CC(=O)N=C=N/C=C\\S", "homo_energy_ev": -8.57, "symbols": ["S", "O", "N", "N", "C", "C", "C", "C", "C", "H", "H", "H", "H", "H", "H"], "positions_angstrom": [[-2.629, -1.466, 0.907], [0.871, -1.621, -1.228], [-0.856, 1.245, 0.851], [1.049, 0.545, -0.363], [-2.667, 0.001, 1.908], [-1.795, 1.036, 1.826], [2.686, -0.194, -1.963], [0.064, 0.752, 0.298], [1.359, -0.497, -1.205], [2.889, -1.016, -2.609], [3.553, -0.311, -1.222], [-2.079, 1.799, 2.418], [2.676, 0.746, -2.423], [-3.290, -0.010, 2.760], [-1.831, -1.008, 0.044]]}

(ii)
{"formula": "C5H6N2OS", "method": "ωB97M-V with the def2-TZVPD basis set", "gap_ha": [0.318, 0.318], "total_charge": 0, "homo_energy_ev": [-8.41, -8.41], "symbols": ["S", "O", "N", "N", "C", "C", "C", "C", "C", "H", "H", "H", "H", "H", "H"], "positions_angstrom": [[-2.152, 0.078, -0.442], [-2.782, 0.237, 0.820], [0.425, -0.190, 0.022], [-0.049, -2.560, -0.368], [0.225, 1.206, 0.200], [1.486, -0.946, 0.274], [1.134, -2.274, 0.075], [-0.674, -0.808, -0.241], [-0.979, 1.505, -0.637], [1.835, -3.172, 0.193], [0.153, 1.490, 1.334], [2.343, -0.594, 0.687], [0.984, 1.898, -0.014], [-1.362, 2.501, -0.297], [-0.587, 1.630, -1.607]]}

On energetic grounds, (i) is preferred over the next structure by 274.9 kJ/mol.

(i)
{"formula": "C6H14NO", "method": "ωB97M-V with the def2-TZVPD basis set", "s_squared": 1.76, "gap_ha": [0.168, 0.368], "total_charge": 0, "multiplicity": 2, "homo_energy_ev": [-6.42, -10.73], "symbols": ["O", "N", "C", "C", "C", "C", "C", "C", "H", "H", "H", "H", "H", "H", "H", "H", "H", "H", "H", "H", "H", "H"], "positions_angstrom": [[1.165, -2.521, -0.204], [-1.134, 1.673, -0.097], [-1.074, -1.020, -1.739], [0.032, 0.052, -1.769], [2.175, -1.727, 0.255], [-1.371, 1.466, 2.305], [-0.007, 0.755, -0.406], [-0.753, 2.032, 1.087], [-0.862, 1.671, 3.245], [0.102, 2.729, 1.188], [-0.729, -1.777, -1.026], [1.018, 1.165, -0.279], [0.935, -0.549, -1.675], [3.122, -2.275, 0.374], [2.511, -0.944, -0.443], [-2.426, 1.752, 2.368], [1.933, -1.266, 1.219], [-1.235, -1.459, -2.724], [-2.030, -0.644, -1.371], [-1.398, 0.383, 2.142], [0.003, -0.150, 0.227], [0.023, 0.654, -2.674]]}

(ii)
{"formula": "C6H14NO", "method": "ωB97M-V with the def2-TZVPD basis set", "s_squared": 0.75, "gap_ha": [0.360, 0.270], "total_charge": 0, "multiplicity": 2, "homo_energy_ev": [-8.82, -8.84], "symbols": ["O", "N", "C", "C", "C", "C", "C", "C", "H", "H", "H", "H", "H", "H", "H", "H", "H", "H", "H", "H", "H", "H"], "positions_angstrom": [[1.672, 1.127, -1.963], [-1.414, 0.047, 1.410], [1.118, -0.714, -0.484], [-0.614, 0.485, 2.669], [2.084, -0.113, -1.591], [-1.270, 0.950, 0.197], [-0.374, -1.077, -0.958], [-1.097, 0.221, -1.185], [-0.171, 0.878, -1.589], [-0.379, -1.728, -1.790], [2.201, -0.976, -2.380], [-0.916, -0.317, 3.491], [1.589, -1.656, -0.129], [-0.868, 1.459, 3.000], [-0.438, 1.693, 0.329], [-1.935, 0.194, -1.803], [-0.533, -1.880, -0.249], [-1.017, -0.862, 1.243], [1.057, -0.038, 0.322], [-2.259, 1.656, 0.087], [0.459, 0.541, 2.636], [3.105, 0.111, -1.264]]}

On energetic grounds, (ii) is preferred over the next structure by 225.7 kJ/mol.